{"formula": "C30H31BrIrN6O3", "method": "ωB97M-V/def2-TZVPD", "e_above_lowest_ev": 0.194, "homo_ev": [-13.103, -12.996], "charge": 2, "total_energy_ev": -119564.1870, "multiplicity": 2, "symbols": ["Ir", "C", "O", "C", "C", "C", "C", "C", "C", "N", "C", "N", "C", "C", "C", "C", "C", "C", "O", "C", "N", "C", "C", "C", "C", "C", "C", "O", "C", "H", "H", "H", "H", "H", "H", "H", "H", "H", "H", "H", "H", "H", "H", "H", "H", "H", "H", "H", "H", "H", "H", "N", "C", "C", "C", "N", "H", "H", "H", "H", "C", "C", "C", "N", "C", "C", "H", "H", "H", "H", "H", "Br"], "xyz": [[1.63273, -0.72673, -0.30792], [-3.90610, 4.52375, 1.50741], [-3.28951, 3.37030, 0.92981], [-4.03036, 2.63286, 0.06516], [-5.34784, 2.88163, -0.28038], [-5.98644, 2.05427, -1.19694], [-5.32095, 0.98308, -1.76763], [-3.99665, 0.73225, -1.43507], [-3.35304, 1.55322, -0.52074], [-1.97951, 1.45234, -0.16602], [-1.16151, 0.40496, -0.28328], [-1.68332, -0.81881, -0.30084], [-1.03390, -2.04901, -0.54364], [0.33503, -2.22523, -0.54575], [0.85942, -3.49523, -0.76972], [0.01197, -4.56806, -0.99185], [-1.36749, -4.40213, -0.98321], [-1.89221, -3.14677, -0.74794], [-3.20627, -2.83567, -0.68940], [-4.15674, -3.88802, -0.89238], [0.18356, 0.57546, -0.31257], [0.68839, 1.86434, -0.68581], [0.11090, 2.59464, -1.72827], [0.56989, 3.85963, -2.03682], [1.62200, 4.39998, -1.30798], [2.26528, 3.65345, -0.32974], [1.82735, 2.36938, -0.04652], [2.45987, 1.48903, 0.78515], [3.42876, 1.92938, 1.74391], [-4.78249, 4.23857, 2.08958], [-4.18669, 5.23964, 0.73402], [-3.16254, 4.96355, 2.16351], [-5.88374, 3.70908, 0.15998], [-7.00962, 2.26638, -1.47491], [-5.82166, 0.34514, -2.48195], [-3.47675, -0.08223, -1.92160], [-1.57890, 2.31793, 0.17319], [-2.68790, -0.89096, -0.18175], [1.92599, -3.65060, -0.79383], [0.42776, -5.54906, -1.17767], [-2.01628, -5.24413, -1.17113], [-4.02290, -4.67249, -0.14738], [-4.05884, -4.29851, -1.89739], [-5.13351, -3.43192, -0.77258], [-0.69679, 2.15811, -2.30059], [0.11586, 4.41527, -2.84496], [1.97338, 5.40067, -1.51987], [3.12017, 4.07672, 0.17569], [3.18572, 1.44881, 2.68993], [3.40278, 3.00511, 1.88630], [4.42312, 1.62955, 1.41301], [2.49275, -1.36178, 2.59587], [2.05027, -1.44452, 3.86099], [0.69449, -1.21416, 3.83664], [0.38907, -1.00819, 2.49096], [1.48714, -1.10354, 1.74151], [3.43253, -1.49203, 2.25872], [2.72637, -1.64911, 4.67450], [0.01746, -1.20984, 4.67204], [-0.56551, -0.80824, 2.03752], [6.31606, -2.21547, -0.52136], [5.37901, -3.09119, 0.00912], [4.07186, -2.66995, 0.13199], [3.67094, -1.43600, -0.22999], [4.57990, -0.59641, -0.75569], [5.90586, -0.94971, -0.90642], [7.34804, -2.51845, -0.63713], [5.65104, -4.09052, 0.31745], [3.30931, -3.32858, 0.52395], [4.22392, 0.37858, -1.06039], [6.59738, -0.24023, -1.33785], [1.88257, -0.51358, -2.66304]], "mulliken_spin": [0.461, 0.000, 0.003, 0.012, -0.007, 0.013, -0.004, 0.008, -0.003, 0.036, -0.063, 0.044, -0.010, 0.025, -0.020, 0.009, -0.007, 0.009, 0.002, 0.000, 0.213, 0.039, 0.024, -0.013, 0.032, -0.018, 0.021, 0.025, -0.002, 0.000, 0.000, 0.000, 0.000, 0.000, 0.000, -0.001, -0.004, -0.001, 0.013, 0.000, 0.000, 0.000, 0.000, 0.000, -0.004, -0.001, 0.001, 0.001, 0.000, 0.000, 0.001, -0.007, 0.001, 0.000, -0.008, 0.033, -0.001, 0.000, 0.000, 0.004, 0.004, -0.003, 0.004, -0.002, 0.003, 0.002, 0.000, 0.000, 0.000, -0.002, 0.000, 0.138]}

{"formula": "C5H9N2O", "method": "ωB97M-V/def2-TZVPD", "e_above_lowest_ev": 3.337, "homo_ev": [-12.921, -12.921], "charge": 1, "total_energy_ev": -10349.2842, "symbols": ["C", "C", "C", "C", "C", "N", "N", "O", "H", "H", "H", "H", "H", "H", "H", "H", "H"], "xyz": [[-0.35812, -0.82116, -0.10331], [-1.67233, -0.97266, 0.38446], [0.34302, 0.41780, -0.13625], [-2.82718, -0.17965, 0.40478], [-0.06739, 1.71733, -0.07486], [3.06301, 0.23859, 0.37189], [-2.95906, 0.94889, -0.23145], [-0.41934, 2.79452, 0.24360], [0.38938, -1.65618, -0.14643], [-1.82930, -2.01276, 0.66022], [1.40004, 0.29896, -0.40868], [-3.50239, -0.63588, 1.15655], [3.54806, 0.12312, 1.29438], [3.23775, 1.11840, 0.05111], [-3.72067, 1.40609, 0.11271], [-2.45762, 1.30881, -1.05274], [3.74990, -0.37106, -0.17356]], "nbo_charge": [0.024, -0.393, -0.584, 0.192, 0.802, -1.078, -0.685, -0.367, 0.260, 0.247, 0.345, 0.256, 0.391, 0.359, 0.415, 0.439, 0.378]}

{"formula": "C24H51BClN2O4", "method": "ωB97M-V/def2-TZVPD", "homo_ev": -11.523, "charge": 1, "total_energy_ev": -50078.1505, "symbols": ["C", "C", "C", "C", "C", "C", "C", "C", "C", "C", "C", "C", "C", "N", "Cl", "C", "C", "C", "C", "N", "C", "C", "C", "O", "B", "O", "O", "H", "H", "H", "H", "H", "H", "H", "H", "H", "H", "H", "H", "H", "H", "H", "H", "H", "H", "H", "H", "H", "H", "H", "H", "H", "H", "H", "H", "H", "H", "H", "H", "H", "H", "H", "H", "H", "H", "H", "H", "H", "H", "H", "C", "C", "C", "O", "C", "H", "H", "H", "H", "H", "H", "H", "H"], "xyz": [[-1.79497, -3.67520, 4.47003], [-2.79451, -4.05154, 3.34811], [-3.09540, -2.79996, 2.49195], [-1.85212, -2.35850, 1.66553], [-2.12569, -2.48641, 0.14557], [-1.58333, -3.82321, -0.42046], [-1.27724, -3.68661, -1.93153], [0.22872, -3.53842, -2.21491], [0.78833, -2.24516, -1.59081], [2.34142, -2.32491, -1.52117], [2.88903, -1.79086, -0.19803], [2.89954, -0.24479, -0.15816], [4.28676, 0.31466, 0.19512], [4.24296, 1.38126, 1.24467], [5.88828, 2.00599, 1.40042], [3.36284, 2.55994, 0.88629], [3.43817, 2.98255, -0.56990], [2.73255, 4.31919, -0.86242], [1.52750, 4.63250, 0.02071], [0.31399, 3.90660, -0.43497], [-0.38548, 4.65871, -1.48989], [-0.61533, 3.88619, 0.68917], [-1.32800, 2.58621, 1.00499], [-0.83120, 4.85370, 1.31567], [3.84012, 0.85566, 2.63861], [3.52775, 1.77903, 3.59244], [3.78261, -0.46742, 2.89173], [-1.87060, -2.61349, 4.69421], [-0.77922, -3.90550, 4.15416], [-2.01648, -4.27193, 5.35211], [-3.74366, -4.39048, 3.76349], [-2.39251, -4.84451, 2.71806], [-3.44798, -2.01663, 3.16359], [-3.92277, -3.06614, 1.83279], [-1.64552, -1.31933, 1.92533], [-1.02281, -3.00286, 1.95133], [-3.18326, -2.41853, -0.08589], [-1.66384, -1.62445, -0.33627], [-2.36886, -4.56868, -0.31638], [-0.68929, -4.09046, 0.14205], [-1.58183, -4.62889, -2.39104], [-1.86575, -2.88553, -2.37251], [0.72080, -4.42099, -1.81074], [0.34307, -3.45328, -3.29637], [0.36222, -2.05455, -0.61065], [0.55589, -1.45523, -2.30756], [2.80346, -1.82540, -2.37230], [2.61330, -3.37771, -1.59833], [2.32525, -2.20373, 0.63581], [3.89713, -2.19629, -0.08898], [2.60893, 0.13110, -1.13426], [2.11374, 0.05988, 0.53954], [4.78482, 0.64641, -0.70848], [4.90916, -0.48419, 0.58368], [3.72259, 3.39552, 1.47841], [2.32982, 2.41216, 1.19838], [3.10717, 2.21369, -1.25918], [4.49815, 3.12173, -0.80222], [2.34957, 4.24278, -1.87936], [3.41058, 5.16727, -0.88440], [1.68845, 4.49882, 1.08858], [1.31615, 5.69879, -0.10638], [-0.47088, 5.73011, -1.28633], [-1.40673, 4.27561, -1.54403], [0.04768, 4.47333, -2.46927], [-2.02862, 2.78812, 1.80561], [-0.58475, 1.83335, 1.26096], [-1.87710, 2.31301, 0.10364], [2.56821, 1.92612, 3.62949], [2.86200, -0.68130, 3.12401], [-3.18402, 1.16196, -3.39353], [-3.78634, 1.71390, -2.10870], [-4.40498, 0.46723, -1.49507], [-3.59679, -0.63954, -1.91234], [-2.70585, -0.21080, -2.94621], [-2.38406, 1.77684, -3.80466], [-3.96034, 1.05935, -4.15468], [-2.99230, 2.09748, -1.46039], [-4.50985, 2.51191, -2.26838], [-5.42184, 0.30520, -1.86522], [-4.43488, 0.50317, -0.40471], [-1.69337, -0.16037, -2.52458], [-2.70836, -0.94326, -3.75460]], "mulliken_charge": [-1.024, -0.609, -1.030, -0.573, -0.063, -0.960, -0.661, -0.986, 0.444, -1.236, -1.181, 0.393, -1.427, 0.363, 0.020, -0.717, -0.431, -1.241, -0.896, 0.197, -1.085, 0.448, 0.109, -0.533, 0.620, -0.520, -0.547, 0.260, 0.265, 0.368, 0.422, 0.285, 0.408, 0.398, 0.372, 0.240, 0.603, -0.034, 0.544, 0.328, 0.400, 0.002, 0.406, 0.381, -0.091, 0.119, 0.430, 0.486, 0.364, 0.588, 0.548, -0.018, 0.300, 0.809, 0.626, 0.326, 0.188, 0.441, 0.357, 0.396, 0.604, 0.492, 0.425, 0.277, 0.324, 0.406, 0.077, -0.639, 0.319, 0.319, -0.794, 0.724, -0.538, -0.310, -0.124, 0.423, 0.283, -1.003, 0.457, 0.310, 0.261, -0.091, 0.405]}